--- A ---
This record from the Open Molecules 2025 dataset describes a molecular structure, H22NeO11. The level of theory is ωB97M-V/def2-TZVPD.

Each line ends with the natural charge from an NBO analysis.
Element x y z (Å)
1 Ne 0.1301 -0.2521 -0.1049  -0.001
2 O 3.4822 1.0552 -0.6646  -0.939
3 H 3.6664 1.9687 -0.8833  0.465
4 H 2.5808 1.0625 -0.3427  0.474
5 O 1.9430 -3.6191 -0.9506  -0.941
6 H 2.7074 -3.0483 -0.8724  0.478
7 H 1.7413 -3.6231 -1.8863  0.464
8 O 1.7695 0.6295 2.4540  -0.972
9 H 1.9365 0.6527 3.3962  0.477
10 H 1.0041 0.0625 2.3599  0.501
11 O 0.2787 -1.7510 2.2978  -0.975
12 H 0.7808 -2.3732 2.8242  0.481
13 H 0.2602 -2.1375 1.4222  0.506
14 O -2.5699 1.0771 0.0019  -0.954
15 H -2.1487 0.9371 -0.8462  0.484
16 H -2.7753 2.0119 0.0164  0.474
17 O -1.1832 -1.8523 -2.4761  -0.963
18 H -0.4269 -2.2528 -2.9050  0.464
19 H -1.1034 -0.9187 -2.6713  0.497
20 O -1.2892 -3.1247 0.0812  -0.971
21 H -0.7795 -3.8631 -0.2522  0.467
22 H -1.4062 -2.5521 -0.6769  0.497
23 O -0.1172 2.5863 1.5082  -0.982
24 H -0.3282 3.0699 2.3068  0.475
25 H 0.4730 1.8906 1.7978  0.496
26 O -1.5900 0.8735 -3.0096  -0.966
27 H -2.3227 1.2044 -3.5290  0.492
28 H -0.8578 1.4475 -3.2344  0.491
29 O 0.4808 4.1654 -0.9542  -0.966
30 H 1.4218 4.2273 -0.7903  0.461
31 H 0.1335 3.7073 -0.1888  0.497
32 O -2.1846 -0.3354 2.5682  -0.979
33 H -2.1177 0.1509 1.7465  0.485
34 H -1.5894 -1.0769 2.4574  0.480

Properties
**Kohn-Sham gap**: 0.3646 Eh

***

--- B ---
This record from the Open Molecules 2025 dataset describes a molecular structure, H22NeO11. The level of theory is ωB97M-V/def2-TZVPD.

Each line ends with the natural charge from an NBO analysis.
Element x y z (Å)
1 Ne -0.1681 0.0432 -0.3700  -0.001
2 O -0.7316 0.0818 2.9583  -0.958
3 H -0.1698 0.4140 3.6585  0.473
4 H -1.6208 0.2911 3.2444  0.496
5 O 2.2056 -2.8810 -2.8232  -0.953
6 H 2.0816 -2.7111 -1.8894  0.488
7 H 3.0098 -2.4127 -3.0476  0.456
8 O -0.1118 3.5896 0.1832  -0.961
9 H -0.3694 3.9465 1.0331  0.458
10 H 0.8386 3.4920 0.2420  0.492
11 O 1.5561 -3.6401 -0.1374  -0.981
12 H 1.2131 -2.9858 0.4712  0.495
13 H 0.8300 -4.2499 -0.2685  0.476
14 O -3.2740 -1.0622 -0.9706  -0.977
15 H -3.3156 -1.3403 -1.8856  0.473
16 H -2.9185 -0.1741 -1.0056  0.497
17 O 3.5422 0.4664 0.2760  -0.951
18 H 3.3056 0.6675 1.1815  0.471
19 H 3.6938 -0.4787 0.2719  0.490
20 O 0.5371 -2.1658 1.9730  -0.968
21 H 1.0968 -2.2594 2.7438  0.471
22 H 0.1859 -1.2777 2.0377  0.503
23 O -3.8581 -1.6861 1.9236  -0.957
24 H -3.1025 -2.0947 2.3458  0.459
25 H -3.5245 -1.3772 1.0813  0.494
26 O 2.6670 2.9926 -0.4523  -0.958
27 H 3.3837 3.3105 0.0967  0.468
28 H 2.6439 2.0489 -0.2941  0.492
29 O -1.1026 1.8531 -3.0886  -0.951
30 H -1.6057 2.3290 -3.7493  0.481
31 H -0.3857 1.4493 -3.5776  0.486
32 O -2.5581 1.8535 -0.7262  -0.981
33 H -2.0254 2.1040 0.0286  0.481
34 H -1.9485 1.8639 -1.4642  0.496

Properties
**Kohn-Sham gap**: 0.3842 Eh

***

Verdict on stability: A comes out on top.

***

--- A ---
This record from the Open Molecules 2025 dataset describes 2 unconnected molecules or ions with the total composition C4H12NOS. The level of theory is ωB97M-V/def2-TZVPD.

Each line ends with the natural charge from an NBO analysis.
Element x y z (Å)
1 C -0.5673 0.9608 1.9972  -0.421
2 N 0.6046 0.4846 1.1101  -0.644
3 C 0.4161 -0.8343 0.4081  -0.132
4 C 0.3864 -0.6015 -1.1349  -0.487
5 S -1.4242 -0.6188 -1.8051  -0.753
6 C 1.5650 -1.7390 0.7185  -0.628
7 H -1.3885 0.8866 1.2972  0.234
8 H -0.5300 1.9210 2.5311  0.183
9 H -0.5970 0.2405 2.8393  0.155
10 H 1.5320 0.3340 1.5427  0.343
11 H -0.5179 -1.3807 0.5388  0.221
12 H 1.1277 -1.3297 -1.5772  0.160
13 H 0.9391 0.4064 -1.3714  0.186
14 H 1.4924 -2.3122 1.7411  0.177
15 H 1.5765 -2.6414 0.1713  0.216
16 H 2.6294 -1.4294 0.7583  0.195
17 H -2.1436 2.0238 -2.7755  0.495
18 H -2.4099 2.9519 -3.9290  0.451
19 O -2.6907 2.6773 -3.0606  -0.953

Properties
**Charge**: -1
**Kohn-Sham gap**: 0.2331 Eh

***

--- B ---
This record from the Open Molecules 2025 dataset describes 2 unconnected molecules or ions with the total composition C4H12NOS. The level of theory is ωB97M-V/def2-TZVPD.

Each line ends with the natural charge from an NBO analysis.
Element x y z (Å)
1 C 2.1430 1.0890 1.9865  -0.409
2 N 1.5637 1.1485 0.6576  -0.641
3 C 0.0885 0.7881 0.5018  -0.049
4 C -0.2337 0.5972 -1.0684  -0.536
5 S -1.7080 -0.4217 -1.0051  -0.744
6 C -0.8588 1.7332 1.3028  -0.658
7 H 2.3576 0.0036 2.3062  0.174
8 H 3.0706 1.5659 1.9571  0.187
9 H 1.5301 1.3603 2.9238  0.149
10 H 1.4832 2.0956 0.3147  0.337
11 H -0.1763 -0.2125 0.9975  0.203
12 H -0.5102 1.5058 -1.5259  0.184
13 H 0.4543 0.0066 -1.5174  0.199
14 H -0.9507 2.7649 1.1390  0.183
15 H -0.4525 1.8149 2.2411  0.183
16 H -1.8256 1.2209 1.3440  0.245
17 H 0.6807 -3.6665 -0.7321  0.458
18 H -0.2475 -3.3662 -1.8312  0.494
19 O 0.5167 -3.9538 -1.5595  -0.960

Properties
**Charge**: -1
**Kohn-Sham gap**: 0.2231 Eh

***

Verdict on stability: B comes out on top.

***

--- A ---
This record from the Open Molecules 2025 dataset describes 2 unconnected molecules or ions with the total composition C4H12NOS. The level of theory is ωB97M-V/def2-TZVPD.

Each line ends with the natural charge from an NBO analysis.
Element x y z (Å)
1 C 1.5292 1.1485 2.4255  -0.392
2 N 1.2631 0.2713 1.3355  -0.669
3 C -0.0102 -0.0369 0.7558  -0.044
4 C 0.2024 -1.2701 -0.2442  -0.528
5 S -1.1734 -1.6902 -1.3119  -0.730
6 C -0.5216 1.1579 -0.1155  -0.649
7 H 1.2892 2.1694 2.0853  0.150
8 H 0.8911 0.9052 3.2859  0.183
9 H 2.5537 1.1986 2.8268  0.186
10 H 1.9093 0.2382 0.5605  0.360
11 H -0.7403 -0.3271 1.5401  0.180
12 H 1.0277 -1.1108 -0.9597  0.175
13 H 0.5190 -2.0380 0.4586  0.177
14 H -0.9379 1.8338 0.6669  0.173
15 H -1.3186 0.8942 -0.8002  0.250
16 H 0.2466 1.7489 -0.6633  0.185
17 H -1.7198 -2.1047 -4.3288  0.467
18 H -2.5298 -1.4666 -3.2764  0.497
19 O -2.4796 -1.5216 -4.2411  -0.972

Properties
**Charge**: -1
**Kohn-Sham gap**: 0.2289 Eh

***

--- B ---
This record from the Open Molecules 2025 dataset describes 2 unconnected molecules or ions with the total composition C4H12NOS. The level of theory is ωB97M-V/def2-TZVPD.

Each line ends with the natural charge from an NBO analysis.
Element x y z (Å)
1 C 0.4493 0.0057 2.3487  -0.678
2 C -0.5651 -1.0339 2.8081  -0.496
3 S -1.9416 -1.0983 1.5929  -0.058
4 H 0.2536 1.0302 2.6850  0.189
5 H 0.3503 0.1239 1.2399  0.327
6 H 1.4759 -0.2275 2.6172  0.200
7 H -0.1061 -2.0223 2.8002  0.196
8 H -0.9337 -0.8693 3.8258  0.193
9 H -2.9881 -1.0713 2.4075  0.089
10 C 1.4921 0.3833 -1.6124  -0.010
11 O 1.2655 0.5415 -0.2899  -0.970
12 C 0.4231 1.0816 -2.4924  -0.247
13 N 0.8616 1.2100 -3.8992  -0.860
14 H 2.4488 0.8544 -1.9490  0.081
15 H 1.5553 -0.6951 -1.9440  0.059
16 H -0.5247 0.5445 -2.3533  0.142
17 H 0.3150 2.0875 -2.0806  0.172
18 H 1.1074 0.3123 -4.2886  0.338
19 H 0.1036 1.6170 -4.4274  0.334

Properties
**Charge**: -1
**Kohn-Sham gap**: 0.2116 Eh

***

--- C ---
This record from the Open Molecules 2025 dataset describes 2 unconnected molecules or ions with the total composition C4H12NOS. The level of theory is ωB97M-V/def2-TZVPD.

Each line ends with the natural charge from an NBO analysis.
Element x y z (Å)
1 C 0.9262 -1.3476 -2.5849  -0.613
2 C 0.0783 -1.6066 -1.3461  -0.577
3 S -1.6355 -2.0171 -1.7611  -0.140
4 H 0.4346 -0.6603 -3.2713  0.206
5 H 1.1942 -2.2978 -3.0603  0.172
6 H 1.8542 -0.8639 -2.2757  0.221
7 H 0.4600 -2.4506 -0.7652  0.184
8 H 0.0561 -0.6531 -0.6945  0.342
9 H -2.2005 -0.8397 -1.4664  0.121
10 C -0.1253 1.4272 0.5875  -0.031
11 O 0.7091 0.8436 -0.3326  -0.952
12 C 0.0896 0.8098 1.9785  -0.239
13 N -0.7312 1.4691 3.0131  -0.853
14 H 0.0226 2.5250 0.7116  0.082
15 H -1.1906 1.2578 0.3150  0.094
16 H -0.1307 -0.2654 2.0012  0.166
17 H 1.1766 0.8914 2.1498  0.149
18 H -0.3084 1.3048 3.9217  0.332
19 H -0.6792 2.4732 2.8796  0.335

Properties
**Charge**: -1
**Kohn-Sham gap**: 0.2349 Eh

***

--- D ---
This record from the Open Molecules 2025 dataset describes 2 unconnected molecules or ions with the total composition C4H12NOS. The level of theory is ωB97M-V/def2-TZVPD.

Each line ends with the natural charge from an NBO analysis.
Element x y z (Å)
1 C 1.9364 0.8234 -1.8369  -0.622
2 C 2.3058 1.1113 -0.3467  -0.507
3 S 1.0735 0.6077 0.8837  -0.644
4 H 0.9301 1.2626 -1.9868  0.201
5 H 1.8334 -0.2481 -2.0734  0.196
6 H 2.6694 1.2649 -2.4968  0.178
7 H 2.3761 2.2325 -0.2554  0.173
8 H 3.3119 0.7477 -0.0928  0.175
9 C -2.2902 0.1331 -0.0683  -0.420
10 N -1.3678 -0.9677 0.0740  -0.716
11 C -1.3846 -1.4899 1.4342  0.108
12 O -0.0941 -1.9463 1.7757  -0.781
13 H -3.2611 -0.2299 0.2112  0.165
14 H -2.3022 0.4392 -1.1331  0.185
15 H -2.0148 1.0097 0.6080  0.171
16 H -0.3989 -0.5889 -0.0907  0.404
17 H -1.7012 -0.7029 2.1440  0.110
18 H -2.1149 -2.3249 1.4920  0.134
19 H 0.4931 -1.1336 1.7579  0.490

Properties
**Charge**: -1
**Kohn-Sham gap**: 0.2570 Eh

***

Verdict on stability: D comes out on top.

***

--- A ---
This record from the Open Molecules 2025 dataset describes 2 unconnected molecules or ions with the total composition C4H12NOS. The level of theory is ωB97M-V/def2-TZVPD.

Each line ends with the natural charge from an NBO analysis.
Element x y z (Å)
1 C -2.6456 -2.4383 -0.5350  -0.407
2 N -1.5344 -1.5051 -0.9089  -0.659
3 C -0.7752 -0.7784 0.0724  -0.034
4 C 0.3316 0.0930 -0.6097  -0.509
5 S 1.4217 0.9435 0.6014  -0.700
6 C -0.1373 -1.6567 1.2140  -0.665
7 H -2.4078 -3.3642 -0.0856  0.159
8 H -3.3718 -1.9998 0.1932  0.181
9 H -3.2045 -2.5816 -1.4096  0.185
10 H -1.0581 -1.8818 -1.6827  0.352
11 H -1.4836 0.0377 0.5317  0.162
12 H 0.8522 -0.6682 -1.2925  0.151
13 H -0.2552 0.7464 -1.2485  0.184
14 H 0.9083 -1.8470 0.9208  0.218
15 H -0.7336 -2.5831 1.3766  0.177
16 H -0.1484 -0.9170 2.0082  0.239
17 H 1.3745 3.1349 -0.4954  0.498
18 H 2.2079 3.8372 0.4118  0.461
19 O 1.8341 4.0262 -0.4173  -0.990

Properties
**Charge**: -1
**Kohn-Sham gap**: 0.2375 Eh

***

--- B ---
This record from the Open Molecules 2025 dataset describes 2 unconnected molecules or ions with the total composition C4H12NOS. The level of theory is ωB97M-V/def2-TZVPD.

Each line ends with the natural charge from an NBO analysis.
Element x y z (Å)
1 C 1.8332 -0.2727 -0.6983  -0.211
2 N 0.8818 -0.5733 0.3273  -0.647
3 C -0.5266 -0.5393 -0.1554  -0.214
4 C -1.4843 -0.3725 0.9929  -0.530
5 S -3.2209 -0.5352 0.4864  -0.707
6 C 3.2443 -0.7027 -0.3583  -0.605
7 H 1.8597 0.7971 -0.9543  0.146
8 H 1.4923 -0.7395 -1.6244  0.185
9 H 0.9505 -0.0196 1.1687  0.348
10 H -0.6395 0.3165 -0.8235  0.159
11 H -0.6529 -1.4525 -0.7151  0.180
12 H -1.1376 -1.0389 1.7801  0.174
13 H -1.3513 0.6353 1.3823  0.172
14 H 3.5587 -1.7429 -0.5032  0.201
15 H 3.4378 -0.4061 0.6740  0.197
16 H 3.9520 -0.0905 -0.9329  0.189
17 H -3.6947 1.8147 0.5443  0.502
18 H -4.5817 2.3068 -0.6160  0.459
19 O -3.9209 2.6154 0.0255  -0.999

Properties
**Charge**: -1
**Kohn-Sham gap**: 0.2304 Eh

***

Verdict on stability: B comes out on top.

***

--- A ---
This record from the Open Molecules 2025 dataset describes 2 unconnected molecules or ions with the total composition C3H6FN. The level of theory is ωB97M-V/def2-TZVPD.

Each line ends with the natural charge from an NBO analysis.
Element x y z (Å)
1 C -0.9051 0.4864 -0.2888  -0.287
2 C 0.6572 0.6230 0.0239  -0.306
3 C 1.4192 -0.4998 -0.1521  0.205
4 H -1.2719 -0.5955 1.3794  0.334
5 H -0.6787 -1.5819 -0.3060  0.324
6 H -1.1494 1.3251 0.5461  0.170
7 H -1.2005 1.0516 -1.1469  0.204
8 H 1.0748 1.7151 0.3887  0.234
9 H 1.0290 -1.5368 -0.4518  0.167
10 N -1.5838 -0.7780 0.0169  -0.742
11 F 2.6093 -0.2091 -0.0095  -0.303

Properties
**Kohn-Sham gap**: 0.3561 Eh

***

--- B ---
This record from the Open Molecules 2025 dataset describes C3H6FN in the gas phase. The level of theory is ωB97M-V/def2-TZVPD.

Each line ends with the natural charge from an NBO analysis.
Element x y z (Å)
1 C -0.8407 -0.0564 0.2377  0.194
2 C 0.1455 1.0754 -0.1848  -0.258
3 C 0.2674 -1.0647 -0.2089  -0.259
4 H -1.0583 -0.0729 1.3252  0.159
5 H -0.1012 1.5196 -1.1531  0.196
6 H 0.3148 1.9003 0.5075  0.194
7 H 1.7514 0.0509 0.6317  0.357
8 H 0.4048 -1.8781 0.5067  0.196
9 H 0.0622 -1.5153 -1.1884  0.196
10 N 1.2071 0.0550 -0.2281  -0.607
11 F -2.1529 -0.0138 -0.2455  -0.367

Properties
**SMILES**: FC1CNC1
**Kohn-Sham gap**: 0.3774 Eh

***

Verdict on stability: B comes out on top.

***

--- A ---
This record from the Open Molecules 2025 dataset describes 4 unconnected molecules or ions with the total composition C3H11NO3. The level of theory is ωB97M-V/def2-TZVPD.

Each line ends with the natural charge from an NBO analysis.
Element x y z (Å)
1 C -1.8983 -1.0536 -0.3223  -0.056
2 C -2.0342 -0.3753 -1.4478  -0.428
3 C -0.0316 -1.4792 1.0412  -0.034
4 N -0.9316 -0.6768 0.6621  -0.431
5 H -2.4871 -1.8612 0.0847  0.203
6 H -1.2393 0.2137 -1.8905  0.197
7 H -2.9218 -0.3644 -2.0634  0.208
8 H 0.5177 -1.2771 1.9525  0.192
9 H 0.0036 -2.4742 0.5843  0.146
10 H -0.0570 1.9710 1.1198  0.460
11 H -1.4828 2.2326 1.3178  0.474
12 O -0.6402 2.6635 1.4524  -0.934
13 H 1.6011 0.4690 -1.8911  0.477
14 H 1.9625 -0.8049 -0.9744  0.487
15 O 2.1898 -0.2673 -1.7322  -0.962
16 H 3.1024 0.8838 0.2708  0.482
17 H 1.9706 1.5344 0.9650  0.464
18 O 2.3763 0.6662 0.8710  -0.944

Properties
**SMILES**: C=CN=C.O.O.O
**Kohn-Sham gap**: 0.3593 Eh

***

--- B ---
This record from the Open Molecules 2025 dataset describes 2 unconnected molecules or ions with the total composition C3H11NO3. The level of theory is ωB97M-V/def2-TZVPD.

Each line ends with the natural charge from an NBO analysis.
Element x y z (Å)
1 C 0.9545 0.0924 0.9963  -0.083
2 O 1.0067 -1.2040 1.6740  -0.735
3 C -0.4965 0.5171 0.7301  -0.126
4 C -0.7337 1.9921 1.0950  -0.061
5 O -1.9956 2.1672 1.7786  -0.729
6 N -1.0126 0.2887 -0.6389  -0.834
7 H 1.4245 0.7570 1.7212  0.167
8 H 1.5758 -0.1163 0.1306  0.194
9 H 0.8215 -1.0857 2.6094  0.463
10 H -1.1532 -0.0772 1.3483  0.213
11 H -0.7786 2.6128 0.1967  0.168
12 H -0.0146 2.3628 1.8263  0.179
13 H -2.7142 1.9645 1.1661  0.469
14 H -0.4977 0.8051 -1.3375  0.353
15 H -0.8981 -0.7028 -0.7708  0.363
16 H 0.9641 -2.9744 -4.4948  0.469
17 H 1.8758 -4.1564 -4.1289  0.470
18 O 1.6718 -3.2428 -3.9015  -0.939

Properties
**SMILES**: NC(CO)CO.O
**Kohn-Sham gap**: 0.3760 Eh

***

Verdict on stability: B comes out on top.